A:
Below is a cluster of 2 separate species, C11H18 in total, with properties calculated with ωB97M-V/def2-TZVPD.

Computed properties:
- gap between HOMO and LUMO (eV) = 10.040
- structure (SMILES) = CCc1ccccc1.CCC

Element x y z (Å)
C (2.000, 2.478, -0.190)
H (2.325, 0.396, -2.808)
C (-1.241, -1.579, 2.475)
H (-1.424, -2.501, 1.939)
C (0.670, 0.466, 0.103)
H (-1.934, 0.376, 1.714)
H (0.555, -2.095, -0.668)
H (2.320, 3.473, 0.074)
C (2.358, 1.954, -1.421)
H (-1.338, -2.066, -2.499)
H (-0.983, -1.754, 3.527)
C (1.160, -0.099, -1.080)
C (2.153, 0.610, -1.757)
C (1.120, 1.698, 0.554)
H (-3.366, -0.892, 0.508)
H (-0.102, -0.082, 0.618)
H (2.989, 2.463, -2.134)
C (-3.523, -1.053, 1.574)
H (-1.550, -1.020, -1.170)
H (0.807, 1.943, 1.563)
H (-3.512, -2.133, 1.703)
C (-0.886, -1.205, -2.009)
C (-2.261, -0.462, 2.319)
H (-0.217, -1.281, 2.226)
H (-0.883, -0.356, -2.694)
H (-2.673, -0.075, 3.250)
H (1.164, -2.020, -2.174)
C (0.549, -1.397, -1.517)
H (-4.474, -0.682, 1.940)


B:
Below is a cluster of 2 separate species, C11H18 in total, with properties calculated with ωB97M-V/def2-TZVPD.

Computed properties:
- gap between HOMO and LUMO (eV) = 10.070
- structure (SMILES) = Cc1ccccc1.CC(C)C

Element x y z (Å)
H (2.538, -2.415, 1.226)
C (-2.305, -1.083, -0.615)
C (2.049, -2.425, 0.252)
H (1.771, -0.151, 1.728)
H (-1.055, -0.681, -2.327)
C (3.269, -0.348, -0.412)
C (1.131, -0.183, 0.851)
C (-2.888, -0.529, 0.503)
H (-2.314, 3.429, 1.111)
C (1.873, -0.985, -0.222)
C (-2.637, 0.805, 0.836)
H (-0.686, 1.669, -1.719)
C (-1.639, 3.077, 0.341)
H (3.804, -0.815, -1.238)
H (2.577, -3.120, -0.409)
H (-0.604, 3.261, 0.640)
H (0.149, -0.632, 1.044)
H (-1.760, 3.675, -0.559)
H (-3.108, 1.193, 1.718)
H (-3.393, -1.141, 1.237)
H (1.071, -2.905, 0.329)
H (3.851, -0.419, 0.510)
H (-2.463, -2.120, -0.879)
C (-1.884, 1.631, 0.033)
H (0.810, 0.736, 0.364)
H (3.143, 0.716, -0.630)
C (-1.458, -0.303, -1.395)
C (-1.292, 1.023, -1.088)
H (1.450, -0.960, -1.229)


C:
Below is a cluster of 2 separate species, C11H18 in total, with properties calculated with ωB97M-V/def2-TZVPD.

Computed properties:
- gap between HOMO and LUMO (eV) = 9.823
- structure (SMILES) = CCc1ccccc1.CCC

Element x y z (Å)
H (-1.071, -3.268, -2.240)
H (-0.687, -1.504, -2.480)
H (-2.743, 0.722, 1.288)
C (-0.398, 0.994, -0.129)
C (-0.415, -2.427, -1.955)
C (0.134, 2.249, -0.792)
H (1.034, 2.489, 4.171)
H (1.046, -1.699, -4.197)
C (1.080, -2.745, -2.238)
H (0.205, -0.013, -0.276)
H (-0.958, 0.980, 5.125)
C (-1.735, 0.643, 3.289)
C (-0.546, 1.287, 1.319)
H (-0.642, -2.228, -0.898)
H (-0.348, 3.278, -0.718)
C (-1.779, 0.867, 1.877)
C (0.343, 1.815, 3.540)
H (-2.711, 0.001, 3.758)
C (-0.740, 1.106, 4.068)
H (1.500, 1.978, 1.845)
H (2.549, -2.308, -3.737)
H (1.232, 2.323, -0.481)
H (0.160, 2.252, -1.834)
H (1.759, -2.581, -1.264)
H (1.958, -0.876, -2.991)
C (1.683, -1.778, -3.341)
H (-1.468, 0.610, -0.398)
C (0.507, 1.720, 2.165)
H (1.053, -3.888, -2.475)


D:
Below is a cluster of 2 separate species, C11H18 in total, with properties calculated with ωB97M-V/def2-TZVPD.

Computed properties:
- gap between HOMO and LUMO (eV) = 10.007
- structure (SMILES) = Cc1ccccc1.CC(C)C

Element x y z (Å)
C (0.261, 1.582, 1.553)
C (0.443, -2.163, -0.040)
H (-2.607, -0.230, 1.663)
C (1.612, 1.525, 2.130)
H (1.432, -3.471, -2.238)
H (-0.646, -2.140, -0.033)
H (2.337, 2.265, 1.782)
H (1.932, -1.406, -1.361)
C (0.189, -0.313, -1.724)
C (0.866, -1.645, -1.458)
H (-1.890, 3.588, -0.203)
H (-3.439, 1.608, 0.266)
H (0.449, -0.097, -2.781)
C (-1.948, 0.578, 1.369)
C (0.652, -2.763, -2.496)
H (-0.393, -3.054, -2.391)
C (-2.425, 1.642, 0.648)
H (2.075, 0.580, 1.800)
H (0.450, 0.574, -1.156)
H (1.643, 1.500, 3.218)
C (-0.619, 0.540, 1.827)
H (0.743, -2.356, -3.498)
C (-0.269, 2.608, 0.754)
H (0.364, 3.424, 0.407)
H (0.911, -3.119, 0.156)
H (-0.909, -0.270, -1.755)
C (-1.593, 2.741, 0.398)
H (0.817, -1.431, 0.676)
H (-0.441, -0.299, 2.485)


Top of the stability list: B, leading by 0.391 eV.


A:
Below is a cluster of 3 separate species, CH10NO2 in total, with properties calculated with ωB97M-V/def2-TZVPD.

Computed properties:
- net charge = +1
- gap between HOMO and LUMO (eV) = 12.517

Element x y z (Å)
H (-2.071, -0.166, 0.416)
H (0.094, -0.759, -0.424)
O (-0.145, -2.173, -1.665)
H (2.468, 2.530, -0.316)
H (0.949, -0.106, 0.895)
H (-1.317, -1.247, 1.398)
H (-1.041, -2.484, -1.842)
H (-0.011, 0.841, -0.105)
H (-1.261, 0.540, 1.860)
H (0.418, -2.594, -2.328)
H (1.375, 3.382, 0.479)
C (-1.204, -0.216, 1.086)
N (0.094, -0.072, 0.342)
O (1.651, 2.525, 0.203)


B:
Below is a cluster of 3 separate species, CH10NO2 in total, with properties calculated with ωB97M-V/def2-TZVPD.

Computed properties:
- net charge = +1
- gap between HOMO and LUMO (eV) = 12.702

Element x y z (Å)
C (-0.143, -1.552, 0.423)
H (0.599, 0.316, -0.115)
H (-0.997, 0.374, -0.496)
H (0.283, -2.118, -0.506)
H (0.757, -1.779, 1.177)
H (-1.038, -1.944, 0.931)
H (3.533, 0.628, 0.851)
H (-2.624, 1.434, -1.915)
H (-3.095, 1.896, -0.523)
O (-2.396, 1.384, -0.940)
H (3.037, 0.605, -0.522)
H (-0.322, 0.305, 1.100)
N (-0.287, -0.068, 0.188)
O (2.693, 0.519, 0.345)


Top of the stability list: A, leading by 0.516 eV.


A:
Below is a cluster of 3 separate species, CH10NO2 in total, with properties calculated with ωB97M-V/def2-TZVPD.

Computed properties:
- net charge = +1
- gap between HOMO and LUMO (eV) = 10.918

Element x y z (Å)
H (-0.628, -1.561, 2.228)
H (0.690, 0.580, 1.783)
H (-1.319, 0.293, -2.395)
H (-1.687, -1.277, 1.012)
N (-0.690, -1.142, 1.215)
C (-0.331, 0.370, 1.338)
H (2.593, 0.961, -2.103)
O (2.745, 0.973, -1.187)
H (-0.175, -1.440, 0.488)
H (3.010, 1.838, -0.981)
H (-0.180, 0.736, 0.399)
H (-1.104, 0.880, 1.743)
O (-1.197, -0.214, -1.618)
H (-1.726, -0.998, -1.921)


B:
Below is a structure of composition CH10NO2, with properties calculated with ωB97M-V/def2-TZVPD.

Computed properties:
- net charge = +1
- gap between HOMO and LUMO (eV) = 3.748

Element x y z (Å)
N (-2.135, -0.587, -0.304)
H (-1.551, 0.205, 0.558)
H (3.209, 0.312, -0.096)
H (2.514, -0.875, 1.142)
H (-1.766, -1.492, -0.099)
H (-3.122, -0.717, -0.352)
H (-0.419, 0.113, -2.877)
O (0.046, -0.022, -2.118)
H (-1.682, 1.379, 1.697)
H (2.705, 0.856, 1.516)
C (2.441, 0.131, 0.675)
H (1.400, 0.377, 0.414)
H (-0.654, -0.425, -1.523)
O (-0.986, 0.746, 1.367)


Top of the stability list: A, leading by 7.543 eV.